No. 1
Formula: C49H36BrF4N6O2P2SSe2Sn
Source: OMol25
Level of theory: the ωB97M-V functional and the def2-TZVPD basis

Last column: Löwdin charge in e.
Element x y z (Å)
Sn -0.05 -0.91 0.47  0.93
N -0.48 -4.93 -1.72  0.05
C -0.53 -4.01 -0.71  -0.89
S 0.99 -3.34 -0.20  0.51
N -1.73 -3.74 -0.28  0.00
N -1.75 -2.79 0.70  -0.05
C -2.85 -2.61 1.33  -0.20
C -4.12 -3.26 0.94  -0.19
C -4.63 -3.05 -0.34  -0.02
C -5.83 -3.62 -0.72  -0.08
C -6.53 -4.43 0.16  -0.10
C -6.03 -4.66 1.44  -0.09
C -4.83 -4.06 1.82  -0.04
C -2.82 -1.70 2.50  -0.28
C -3.99 -1.14 3.01  -0.03
C -3.91 -0.27 4.08  -0.07
C -2.66 0.02 4.61  -0.06
C -1.55 -0.59 4.05  -0.15
N -1.62 -1.45 3.03  0.08
H 0.42 -5.33 -1.92  0.07
H -1.30 -5.51 -1.83  0.09
H -4.07 -2.43 -1.03  0.12
H -6.22 -3.45 -1.72  0.10
H -7.47 -4.89 -0.14  0.09
H -6.57 -5.29 2.13  0.10
H -4.44 -4.23 2.82  0.12
H -4.94 -1.35 2.54  0.12
H -4.80 0.20 4.48  0.11
H -2.54 0.71 5.43  0.10
H -0.55 -0.37 4.41  0.09
F 8.13 -1.37 3.19  0.12
C 7.09 -1.16 2.38  -0.14
C 7.31 -0.90 1.04  -0.13
F 8.56 -0.88 0.56  0.11
C 6.22 -0.69 0.20  -0.21
F 6.51 -0.47 -1.09  0.10
C 4.91 -0.70 0.66  -0.30
P 3.44 -0.34 -0.42  1.09
C 3.91 1.26 -1.18  -0.35
C 3.36 2.38 -0.56  -0.10
C 3.61 3.66 -1.04  -0.07
C 4.40 3.82 -2.18  -0.09
C 4.92 2.71 -2.82  -0.09
C 4.68 1.44 -2.32  -0.10
C 3.69 -1.56 -1.77  -0.39
C 4.23 -2.82 -1.51  -0.13
C 4.23 -3.80 -2.49  -0.10
C 3.69 -3.55 -3.74  -0.10
C 3.15 -2.30 -4.00  -0.08
C 3.15 -1.31 -3.03  -0.11
C 4.72 -0.98 2.01  -0.58
Br 3.00 -1.09 2.78  0.79
C 5.79 -1.20 2.86  -0.27
F 5.62 -1.47 4.16  0.07
H 2.70 2.26 0.29  0.03
H 3.17 4.51 -0.56  0.09
H 4.58 4.81 -2.57  0.10
H 5.52 2.83 -3.71  0.10
H 5.10 0.58 -2.83  0.10
H 4.62 -3.05 -0.53  0.11
H 4.65 -4.77 -2.26  0.10
H 3.69 -4.32 -4.50  0.09
H 2.70 -2.09 -4.97  0.10
H 2.71 -0.35 -3.25  0.09
O 0.74 0.59 -1.33  -0.31
N 0.32 0.39 -2.50  -0.01
N -0.61 -0.49 -2.57  -0.21
O -1.05 -1.15 -1.53  -0.30
C -1.06 -0.88 -3.86  -0.17
C -1.10 0.04 -4.90  -0.02
C -1.52 -0.38 -6.15  -0.09
C -1.91 -1.70 -6.35  -0.11
C -1.88 -2.60 -5.30  -0.08
C -1.45 -2.20 -4.04  0.00
H -0.80 1.06 -4.71  0.11
H -1.56 0.33 -6.96  0.10
H -2.25 -2.02 -7.33  0.09
H -2.19 -3.62 -5.45  0.10
H -1.42 -2.88 -3.20  0.10
Se 0.84 1.96 2.48  0.20
P -1.10 2.67 1.91  0.12
Se -2.41 1.39 0.76  0.26
C -0.94 4.27 1.01  -0.38
C 0.28 4.94 0.96  -0.12
C 0.37 6.16 0.30  -0.10
C -0.74 6.71 -0.31  -0.10
C -1.96 6.04 -0.26  -0.09
C -2.05 4.83 0.39  -0.11
C -2.01 3.20 3.42  -0.39
C -3.40 3.26 3.42  -0.13
C -4.09 3.67 4.56  -0.10
C -3.39 4.01 5.71  -0.11
C -2.00 3.96 5.71  -0.10
C -1.32 3.56 4.57  -0.12
H 1.14 4.50 1.45  0.04
H 1.33 6.67 0.26  0.09
H -0.66 7.66 -0.83  0.09
H -2.83 6.46 -0.75  0.10
H -2.99 4.29 0.40  0.07
H -3.94 2.95 2.54  0.06
H -5.17 3.70 4.55  0.10
H -3.93 4.31 6.60  0.09
H -1.45 4.22 6.61  0.10
H -0.24 3.49 4.58  0.05

Output
total charge: -1
orbital gap: 6.76 eV
spin multiplicity: 1

=====

No. 2
Formula: C49H36N4O4PtS
Source: OMol25
Level of theory: the ωB97M-V functional and the def2-TZVPD basis

Last column: Löwdin charge in e.
Element x y z (Å)
Pt -0.01 0.17 -0.56  1.16
C -6.94 -5.32 1.91  -0.11
O -6.45 -5.46 0.60  -0.11
C -5.63 -4.45 0.14  -0.30
C -5.72 -3.13 0.58  -0.03
C -4.87 -2.17 0.06  -0.02
C -3.89 -2.46 -0.91  -0.14
C -3.84 -3.80 -1.33  -0.02
C -4.69 -4.77 -0.82  -0.01
C -2.93 -1.44 -1.36  -0.06
C -1.78 -1.77 -2.10  -0.23
C -1.69 -2.74 -3.16  -0.05
C -0.38 -2.99 -3.39  -0.05
C 0.37 -2.15 -2.50  -0.26
N -0.51 -1.35 -1.81  -0.05
C 1.75 -2.23 -2.32  -0.05
C 2.49 -1.16 -1.80  -0.23
C 3.89 -0.88 -1.98  -0.02
C 4.17 0.28 -1.34  -0.02
C 2.96 0.73 -0.72  -0.26
C 2.90 1.80 0.18  -0.11
C 4.16 2.53 0.48  -0.22
C 4.69 3.45 -0.41  -0.02
C 5.86 4.15 -0.14  -0.02
C 6.52 3.92 1.07  -0.29
O 7.69 4.54 1.42  -0.10
C 8.04 5.71 0.72  -0.10
C 6.02 2.99 1.97  0.00
C 4.85 2.30 1.67  -0.02
C 1.73 2.24 0.79  -0.25
N 0.48 1.78 0.56  -0.06
C -0.40 2.60 1.26  -0.24
C -1.75 2.62 1.10  -0.09
C -2.53 3.67 1.83  -0.21
C -2.81 3.56 3.19  -0.02
C -3.52 4.54 3.85  0.00
C -3.98 5.65 3.16  -0.29
O -4.68 6.57 3.90  -0.09
C -5.17 7.70 3.23  -0.10
C -3.72 5.78 1.81  -0.02
C -2.99 4.79 1.15  -0.02
C -2.50 1.73 0.29  -0.25
C -3.88 1.79 0.05  -0.03
C -4.20 0.65 -0.67  -0.07
C -3.01 -0.10 -0.82  -0.26
N -1.98 0.59 -0.28  -0.05
C 0.37 3.56 2.01  0.00
C 1.67 3.35 1.73  0.00
N 1.95 -0.13 -1.04  -0.07
C 2.35 -3.59 -2.56  -0.14
C 1.59 -4.71 -2.18  -0.03
C 2.07 -6.01 -2.25  -0.01
C 3.36 -6.24 -2.70  -0.30
O 3.91 -7.49 -2.82  -0.10
C 3.43 -8.48 -1.94  -0.10
C 4.14 -5.16 -3.09  -0.01
C 3.64 -3.88 -3.02  -0.02
H -7.20 -6.32 2.26  0.08
H -7.83 -4.69 1.95  0.08
H -6.17 -4.90 2.58  0.09
H -6.44 -2.84 1.33  0.10
H -4.95 -1.17 0.45  0.09
H -3.10 -4.12 -2.04  0.08
H -4.61 -5.80 -1.16  0.11
H -2.54 -3.14 -3.69  0.11
H 0.06 -3.65 -4.12  0.11
H 4.58 -1.43 -2.59  0.08
H 5.12 0.79 -1.30  0.10
H 4.17 3.63 -1.35  0.12
H 6.25 4.85 -0.86  0.10
H 8.80 6.21 1.31  0.09
H 7.17 6.38 0.61  0.09
H 8.44 5.48 -0.27  0.09
H 6.55 2.82 2.89  0.11
H 4.46 1.57 2.37  0.12
H -2.46 2.69 3.73  0.13
H -3.74 4.45 4.91  0.11
H -5.71 8.30 3.97  0.09
H -5.86 7.43 2.42  0.09
H -4.36 8.30 2.81  0.09
H -4.06 6.64 1.24  0.10
H -2.79 4.89 0.10  0.13
H -4.54 2.57 0.36  0.10
H -5.17 0.36 -1.05  0.10
H -0.05 4.32 2.65  0.11
H 2.53 3.89 2.09  0.10
H 0.60 -4.56 -1.77  0.12
H 1.43 -6.82 -1.94  0.11
H 4.21 -9.23 -1.85  0.09
H 2.53 -8.96 -2.33  0.09
H 3.21 -8.06 -0.95  0.09
H 5.14 -5.34 -3.46  0.11
H 4.30 -3.10 -3.35  0.09
S 1.41 -1.61 2.02  0.58
C 0.02 -1.49 1.37  -0.64

Output
total charge: -1
orbital gap (alpha / beta): 4.53 / 5.33 eV
spin multiplicity: 2

=====

No. 3
Formula: C49H38Cl3N4O2PS5Sc
Source: OMol25
Level of theory: the ωB97M-V functional and the def2-TZVPD basis

Last column: Löwdin charge in e.
Element x y z (Å)
Sc -0.39 -0.08 -0.23  0.50
N 3.75 -1.99 -0.55  0.14
C 3.81 -3.07 0.38  -0.24
C 4.74 -4.08 0.21  -0.02
C 4.79 -5.14 1.11  -0.07
C 3.88 -5.20 2.15  -0.07
C 2.93 -4.20 2.30  -0.08
C 2.91 -3.12 1.43  -0.45
S 1.72 -1.85 1.65  1.06
N 1.66 -1.17 0.07  -0.26
C 2.61 -1.28 -0.76  -0.33
C 2.46 -0.53 -2.05  -0.21
C 3.47 -0.44 -2.99  0.01
C 3.25 0.28 -4.15  -0.03
C 2.02 0.88 -4.34  -0.02
C 1.07 0.74 -3.34  -0.15
N 1.28 0.07 -2.22  0.03
H 4.39 -2.07 -1.32  0.12
H 5.44 -4.04 -0.63  0.12
H 5.53 -5.91 0.98  0.11
H 3.91 -6.03 2.85  0.11
H 2.19 -4.25 3.10  0.10
H 4.44 -0.89 -2.82  0.11
H 4.03 0.37 -4.90  0.12
H 1.79 1.44 -5.23  0.12
H 0.10 1.20 -3.46  0.07
O 0.37 0.68 1.48  -0.34
N -0.26 0.94 2.62  -0.18
C 0.48 0.94 3.75  -0.04
C -0.09 1.23 4.95  -0.05
C -1.46 1.55 4.98  -0.05
C -2.19 1.53 3.82  -0.08
C -1.59 1.20 2.59  -0.67
S -2.44 1.04 1.11  0.71
H 1.52 0.70 3.60  0.13
H 0.52 1.22 5.85  0.11
H -1.94 1.80 5.92  0.12
H -3.25 1.75 3.81  0.12
Cl -2.02 0.89 -2.15  0.69
C -2.00 2.63 -2.47  -0.57
C -2.96 3.04 -3.38  -0.09
C -3.00 4.38 -3.74  -0.06
C -2.09 5.27 -3.19  -0.05
C -1.14 4.82 -2.28  -0.07
C -1.07 3.49 -1.89  -0.36
P 0.11 2.86 -0.62  1.09
C -0.43 3.78 0.88  -0.38
C 0.44 3.82 1.97  -0.11
C 0.07 4.44 3.16  -0.08
C -1.19 5.03 3.27  -0.08
C -2.06 4.99 2.19  -0.07
C -1.69 4.36 1.01  -0.10
C 1.68 3.77 -0.97  -0.33
C 1.81 5.14 -0.77  -0.10
C 3.00 5.79 -1.06  -0.06
C 4.09 5.08 -1.54  -0.07
C 3.99 3.71 -1.70  -0.07
C 2.79 3.06 -1.42  -0.09
H -3.65 2.33 -3.80  0.11
H -3.74 4.72 -4.45  0.12
H -2.11 6.32 -3.47  0.11
H -0.44 5.54 -1.86  0.10
H 1.42 3.35 1.89  0.12
H 0.76 4.46 3.99  0.11
H -1.48 5.52 4.19  0.11
H -3.04 5.44 2.27  0.11
H -2.39 4.32 0.19  0.10
H 0.99 5.71 -0.34  0.10
H 3.08 6.86 -0.90  0.11
H 5.02 5.59 -1.76  0.11
H 4.85 3.13 -2.04  0.11
H 2.74 1.99 -1.52  0.07
Cl -0.76 -2.20 -2.84  0.63
C -1.35 -2.59 -4.46  -0.95
Cl -2.44 -1.38 -5.14  0.53
H -1.89 -3.53 -4.38  0.03
H -0.50 -2.68 -5.11  0.03
O -1.12 -1.70 0.20  -0.36
C -1.81 -2.87 0.61  -0.52
C -3.31 -2.60 0.54  -0.48
C -4.28 -2.98 1.40  -0.11
C -5.59 -2.58 0.98  -0.16
C -5.57 -1.90 -0.20  -0.39
S -3.97 -1.75 -0.80  1.01
C -1.42 -3.26 2.03  -0.48
C -1.00 -4.46 2.51  -0.12
C -0.72 -4.44 3.91  -0.18
C -0.93 -3.21 4.46  -0.39
S -1.49 -2.10 3.30  1.08
C -1.47 -4.02 -0.34  -0.50
C -2.31 -4.83 -1.03  -0.12
C -1.63 -5.78 -1.86  -0.17
C -0.28 -5.67 -1.77  -0.40
S 0.17 -4.44 -0.67  1.02
H -4.09 -3.54 2.31  0.12
H -6.50 -2.78 1.53  0.11
H -6.40 -1.47 -0.74  0.07
H -0.91 -5.35 1.90  0.11
H -0.38 -5.30 4.48  0.11
H -0.81 -2.90 5.49  0.07
H -3.39 -4.76 -0.96  0.12
H -2.13 -6.52 -2.48  0.11
H 0.48 -6.26 -2.27  0.07

Output
total charge: +1
orbital gap: 7.01 eV
spin multiplicity: 1

=====

Strongest force on any atom readings, ordered: 0.3; 0.5; 1.7 eV/Å